a:
The following is a quantum chemistry calculation of a single C17H23NO6 molecule, from the Open Molecules 2025 dataset.

## Properties
HOMO   -8.09 eV
Molecular weight   337.37 g/mol
Net charge   0
Multiplicity   1

CARTESIAN COORDINATES (ANGSTROEM)
O 0.945 2.339 -0.594
O -4.161 0.481 1.926
O -4.636 -0.801 -0.269
O 0.609 1.978 1.599
O -0.253 0.374 -1.975
O 4.177 2.287 1.361
N 2.797 0.519 1.060
C 3.072 1.793 1.385
C -1.957 1.156 1.137
C -4.983 -1.506 -1.436
C -0.997 1.137 0.120
C -3.957 1.175 3.133
C -3.165 0.507 0.998
C 3.718 -0.339 0.346
C 2.886 -1.876 -1.393
C -3.426 -0.198 -0.201
C -1.246 0.421 -1.058
C -2.467 -0.240 -1.199
C 3.618 -1.774 0.876
C 3.332 -0.428 -1.149
C 0.266 1.879 0.286
C 2.549 -2.416 -0.004
C 1.855 2.605 1.858
C -0.470 -0.289 -3.196
H 3.372 -1.795 1.936
H -3.815 2.247 2.962
H -1.309 0.146 -3.749
H -4.310 -2.352 -1.612
H 1.907 3.580 1.363
H 4.707 0.098 0.494
H 4.170 -0.155 -1.787
H 3.707 -2.456 -1.817
H -4.988 -0.853 -2.315
H -0.643 -1.361 -3.050
H 0.446 -0.146 -3.768
H -1.726 1.712 2.029
H -5.990 -1.880 -1.261
H -3.099 0.779 3.686
H 1.556 -2.080 0.299
H 2.569 -3.504 0.038
H 1.906 2.742 2.940
H 2.519 0.270 -1.353
H 1.838 0.207 1.085
H -4.864 1.021 3.715
H -2.669 -0.790 -2.102
H 2.041 -1.933 -2.076
H 4.571 -2.285 0.730

These are the Mulliken partial charges, in e, on atoms 1 to 4:
1 O -0.57
2 O -0.46
3 O -0.46
4 O -0.45

***

b:
The following is a quantum chemistry calculation of a single C17H23NO6 molecule, from the Open Molecules 2025 dataset.

## Properties
HOMO   -8.50 eV
Molecular weight   337.37 g/mol
Net charge   0
Multiplicity   1

CARTESIAN COORDINATES (ANGSTROEM)
O -1.288 2.177 2.999
O -1.925 -1.169 -5.593
O -2.121 2.526 -1.920
O 0.248 -0.291 1.670
O 0.583 -2.774 -2.011
O -0.053 2.243 1.128
N -2.205 1.166 -0.121
C -0.710 -1.912 -3.749
C 1.079 0.413 2.187
C 3.405 0.688 3.171
C -2.385 2.227 0.839
C -1.954 0.132 -3.533
C 2.094 -0.099 3.192
C -1.553 -0.955 -4.304
C 1.096 1.912 1.885
C 1.102 -2.685 -0.705
C -1.519 0.237 -2.218
C -1.955 1.425 -1.432
C -0.254 -1.790 -2.441
C 1.410 0.047 4.563
C -2.760 -0.219 -6.214
C -0.663 -0.710 -1.665
C 2.371 -1.580 2.915
C -1.211 2.227 1.801
H 1.957 2.165 1.265
H 4.106 0.230 3.866
H 0.311 -2.690 0.050
H 1.711 -1.784 -0.577
H 1.117 2.486 2.816
H 3.261 1.721 3.474
H 1.437 -2.133 2.857
H -0.396 -2.752 -4.345
H 2.979 -2.003 3.710
H 0.489 -0.530 4.589
H -3.312 2.104 1.407
H 1.167 1.085 4.774
H -2.415 3.163 0.270
H 2.074 -0.321 5.341
H 2.898 -1.699 1.971
H -2.596 0.907 -3.916
H 3.853 0.670 2.181
H 1.730 -3.566 -0.578
H -2.290 0.768 -6.247
H -1.979 0.255 0.248
H -3.728 -0.144 -5.709
H -0.296 -0.585 -0.660
H -2.911 -0.581 -7.230

These are the Mulliken partial charges, in e, on atoms 1 to 4:
1 O -0.61
2 O -0.45
3 O -0.68
4 O -0.65

***

Which is the most stable structure? b is the most stable.

***

a:
The following is a quantum chemistry calculation of a 2-piece molecular cluster, C3H8NO overall, from the Open Molecules 2025 dataset.

## Properties
HOMO (spin up / spin down)   -5.19 / -10.13 eV
Molecular weight   74.10 g/mol
Net charge   0
<S²>   0.7531
Multiplicity   2

CARTESIAN COORDINATES (ANGSTROEM)
O -0.668 0.321 -0.022
N 1.947 0.288 0.076
C -2.325 -1.292 -0.335
C 2.455 1.050 1.056
C -1.441 -0.216 -0.824
H 0.906 0.234 -0.023
H -2.024 -1.767 0.581
H 2.304 -0.584 -0.280
H -2.504 -2.108 -1.060
H -3.327 -0.848 -0.289
H -1.785 0.495 -1.580
H 3.481 0.868 1.344
H 1.916 1.864 1.511

These are the Mulliken partial charges, in e, on atoms 1 to 4:
1 O -0.53
2 N -0.39
3 C -0.93
4 C -0.66

***

b:
The following is a quantum chemistry calculation of a 2-piece molecular cluster, C3H8NO overall, from the Open Molecules 2025 dataset.

## Properties
HOMO (spin up / spin down)   -5.88 / -8.93 eV
Molecular weight   74.10 g/mol
Net charge   0
<S²>   0.7556
Multiplicity   2

CARTESIAN COORDINATES (ANGSTROEM)
O 2.515 0.433 -0.380
N -0.300 -0.406 -0.326
C -1.104 0.367 1.789
C -0.626 -0.398 -1.650
C -1.317 -0.264 0.651
H 0.652 -0.154 -0.112
H -0.198 0.915 2.015
H -1.661 -0.287 -1.935
H -2.141 -0.904 0.371
H 0.173 -0.230 -2.356
H 2.382 1.362 -0.225
H -1.904 0.523 2.503
H 3.018 0.124 0.370

These are the Mulliken partial charges, in e, on atoms 1 to 4:
1 O -0.69
2 N -0.07
3 C -0.83
4 C -0.72

***

Which is the most stable structure? b is the most stable.

***

a:
The following is a quantum chemistry calculation of CH3IN2O2 as an isolated structure, from the Open Molecules 2025 dataset.

## Properties
HOMO   -9.52 eV
Molecular weight   201.95 g/mol
Net charge   0
Multiplicity   1

CARTESIAN COORDINATES (ANGSTROEM)
I -1.537 0.343 -1.877
O 1.105 1.201 1.636
O -0.046 -0.072 -0.704
N 0.658 1.961 0.899
N 0.335 2.617 0.074
C -0.112 -1.301 -0.159
H 0.080 -2.219 -0.778
H -1.168 -1.271 0.344
H 0.685 -1.259 0.566

These are the Mulliken partial charges, in e, on atoms 1 to 4:
1 I 0.23
2 O -0.54
3 O -0.48
4 N 0.91

***

b:
The following is a quantum chemistry calculation of a 2-piece molecular cluster, CH3IN2O2 overall, from the Open Molecules 2025 dataset.

## Properties
HOMO   -9.29 eV
Molecular weight   201.95 g/mol
Net charge   0
Multiplicity   1

CARTESIAN COORDINATES (ANGSTROEM)
I -2.269 0.660 -0.100
O -0.608 1.494 0.000
O -0.989 -2.267 -0.060
N 1.025 -1.060 -0.122
N 2.005 -0.105 0.099
C -0.002 -1.629 -0.136
H -3.002 1.985 0.525
H 2.446 0.327 -0.695
H 1.395 0.596 0.488

These are the Mulliken partial charges, in e, on atoms 1 to 4:
1 I 0.56
2 O -0.70
3 O -0.55
4 N 0.08

***

Which is the most stable structure? a is the most stable.

***

a:
The following is a quantum chemistry calculation of CH3IN2O2 as an isolated structure, from the Open Molecules 2025 dataset.

## Properties
HOMO (spin up / spin down)   -7.52 / -7.84 eV
Molecular weight   201.95 g/mol
Net charge   0
Multiplicity   1

CARTESIAN COORDINATES (ANGSTROEM)
I 0.391 -0.797 1.857
O 3.289 -0.298 0.809
O -1.194 -0.745 -0.384
N 2.622 -0.323 1.789
N -0.026 -1.214 -0.062
C -1.274 0.630 -0.889
H -0.219 0.909 -1.146
H -1.884 0.561 -1.828
H -1.705 1.277 -0.145

These are the Mulliken partial charges, in e, on atoms 1 to 4:
1 I 0.29
2 O -0.17
3 O -0.19
4 N 0.15

***

b:
The following is a quantum chemistry calculation of a 2-piece molecular cluster, CH3IN2O2 overall, from the Open Molecules 2025 dataset.

## Properties
HOMO   -9.28 eV
Molecular weight   201.95 g/mol
Net charge   0
Multiplicity   1

CARTESIAN COORDINATES (ANGSTROEM)
I -2.161 1.186 -0.049
O -0.797 -3.113 -0.914
O -0.404 0.463 -0.292
N 0.011 -1.688 0.629
N -0.457 -2.365 -0.097
C 0.754 1.237 0.076
H 1.703 0.807 -0.374
H 0.714 1.143 1.197
H 0.637 2.330 -0.176

These are the Mulliken partial charges, in e, on atoms 1 to 4:
1 I 0.20
2 O -0.57
3 O -0.47
4 N -0.29

***

c:
The following is a quantum chemistry calculation of CH3IN2O2 as an isolated structure, from the Open Molecules 2025 dataset.

## Properties
HOMO   -9.54 eV
Molecular weight   201.95 g/mol
Net charge   0
Multiplicity   1

CARTESIAN COORDINATES (ANGSTROEM)
I 0.609 -0.306 1.322
O -1.880 2.543 2.355
O -0.062 -0.603 -0.520
N -1.011 2.687 1.592
N -0.200 2.938 0.913
C 0.538 -1.598 -1.190
H 1.526 -1.317 -1.473
H 0.672 -2.647 -0.832
H -0.192 -1.696 -2.166

These are the Mulliken partial charges, in e, on atoms 1 to 4:
1 I 0.20
2 O -0.53
3 O -0.44
4 N 0.83

***

Which is the most stable structure? b is the most stable.

***

a:
The following is a quantum chemistry calculation of a 2-piece molecular cluster, C3H4ClO4 overall, from the Open Molecules 2025 dataset.

## Properties
HOMO   -2.62 eV
Molecular weight   139.51 g/mol
Net charge   -1
Multiplicity   1

CARTESIAN COORDINATES (ANGSTROEM)
Cl 2.361 -0.241 0.983
O -2.007 -0.467 1.048
O 0.624 1.489 -0.709
O 0.915 -2.303 0.313
O -1.209 0.355 -1.552
C 1.313 -1.236 0.038
C -0.818 0.308 0.774
C -0.567 0.724 -0.504
H 0.440 2.247 -1.295
H -2.176 -0.683 0.175
H 1.457 -0.889 -0.999
H -0.333 0.697 1.727

These are the Mulliken partial charges, in e, on atoms 1 to 4:
1 Cl -0.19
2 O -0.52
3 O -0.43
4 O -0.44

***

b:
The following is a quantum chemistry calculation of a 2-piece molecular cluster, C3H4ClO4 overall, from the Open Molecules 2025 dataset.

## Properties
HOMO   -3.04 eV
Molecular weight   139.51 g/mol
Net charge   -1
Multiplicity   1

CARTESIAN COORDINATES (ANGSTROEM)
Cl -0.790 -0.704 -1.998
O 1.214 1.267 -1.127
O -0.165 -2.055 0.038
O -0.889 1.705 0.603
O 2.046 -0.390 0.182
C -0.029 0.631 0.713
C -0.901 -1.163 -0.289
C 1.113 0.554 -0.073
H -0.784 2.088 -0.292
H -2.061 -1.089 -0.114
H 1.569 -1.009 0.725
H -0.323 0.163 1.632

These are the Mulliken partial charges, in e, on atoms 1 to 4:
1 Cl -0.25
2 O -0.71
3 O -0.60
4 O -0.54

***

Which is the most stable structure? b is the most stable.